Entry from the Open Molecules 2025 dataset: an isolated ion of composition CH3F3NS and charge +1 at a distorted geometry (ωB97M-V with the def2-TZVPD basis set).

Results
HOMO-LUMO gap, Ha: 0.375
Total charge: +1
LUMO level, eV: -7.55
SMILES: C[N+]#S(F)(F)F
E, Eh: -791.9838
Multiplicity: 1
Energy above the lowest of the compared OMol25 structures with the same formula, charge and spin, kcal/mol: 39.51

Each atom is followed by the atoms it is bonded to, with distances in Å.
Element x y z (Å)
1 C 1.47293 -0.01126 0.17558  N2 1.428, H7 1.169, H8 1.092, H9 1.054
2 N 0.21751 0.52881 -0.23858  C1 1.428, S3 1.483
3 S -1.20650 0.12764 -0.13363  N2 1.483, F4 1.553, F5 1.525, F6 1.784
4 F -2.24631 0.22106 1.01655  S3 1.553
5 F -1.99723 1.06845 -1.03584  S3 1.525
6 F -1.76468 -1.50274 -0.59375  S3 1.784
7 H 1.60288 -1.16630 0.29726  C1 1.169
8 H 1.85352 0.37427 1.12386  C1 1.092
9 H 2.06788 0.36007 -0.61145  C1 1.054